Record 1
Here is a 5-piece molecular cluster, C2H13NO4 overall at a distorted geometry from the Open Molecules 2025 dataset. Energies are from the ωB97M-V functional and the def2-TZVPD basis.

```
20
Properties=species:S:1:pos:R:3:lowdin_charge:R:1
C 0.062 -0.229 1.226 -0.040
C 0.963 0.254 2.112 -0.331
N 1.470 1.548 2.210 0.063
H -0.093 0.290 0.282 0.043
H -0.402 -1.203 1.242 0.043
H 1.461 -0.549 2.675 0.108
H 1.388 2.024 1.317 0.047
H 2.449 1.569 2.458 0.086
H 2.236 -0.733 -0.223 0.041
H 2.804 -0.540 1.116 -0.001
O 3.075 -0.438 0.194 -0.076
H 1.545 1.595 -0.807 0.021
H 2.277 2.906 -1.076 0.055
O 1.474 2.552 -0.674 -0.058
H -3.417 2.929 -2.518 0.032
H -4.771 3.113 -2.465 0.037
O -4.076 2.934 -1.809 -0.069
H -2.165 -5.843 -1.520 0.038
H -3.415 -5.703 -1.972 0.035
O -2.864 -6.476 -1.768 -0.073
```

SMILES: C=CN.O.O.O.O
Highest occupied orbital energy, eV: -8.7
Kohn-Sham gap, eV: 9.1

***

Record 2
Here is a 14-piece molecular cluster, C4H38N3O13 overall at a distorted geometry from the Open Molecules 2025 dataset. Energies are from the ωB97M-V functional and the def2-TZVPD basis.

```
58
Properties=species:S:1:pos:R:3:lowdin_charge:R:1
C 1.011 0.392 -3.727 -0.262
C -0.378 0.605 -3.040 -0.160
C -0.313 0.588 -1.567 -0.287
C -0.800 -0.453 -0.815 -0.127
N -0.792 -0.532 0.543 0.084
N 0.413 1.720 -0.962 0.218
N 1.872 -0.563 -3.047 0.002
H 1.599 1.369 -3.792 0.124
H 0.862 0.060 -4.753 0.107
H -1.089 -0.197 -3.384 0.132
H -0.846 1.603 -3.372 0.136
H -1.343 -1.320 -1.298 0.154
H -0.072 -0.022 1.041 0.050
H -0.840 -1.491 0.927 0.081
H 1.389 1.737 -1.316 0.135
H 0.378 1.699 0.041 0.073
H -0.034 2.646 -1.185 0.139
H 1.495 -1.492 -2.966 0.044
H 2.058 -0.272 -2.054 0.042
H 0.659 -3.087 0.205 0.023
H -0.504 -3.357 1.181 -0.034
O 0.308 -2.956 1.105 -0.049
H -2.190 0.397 2.011 0.062
H -3.014 1.472 2.766 0.073
O -2.131 1.140 2.665 -0.051
H 2.951 -1.777 1.383 0.016
H 1.626 -2.230 1.979 0.034
O 2.402 -1.659 2.155 -0.027
H -3.388 -0.567 -0.078 0.065
H -4.539 -1.739 -0.303 0.058
O -3.578 -1.618 -0.266 -0.134
H 3.329 -0.505 -0.383 0.005
H 4.293 -1.628 -0.647 0.071
O 3.437 -1.452 -0.340 -0.013
H 1.174 1.133 2.536 -0.010
H 1.839 -0.245 2.047 0.067
O 1.477 0.710 1.742 -0.136
H 3.902 1.648 -0.128 0.076
H 2.606 1.160 0.584 0.028
O 3.070 1.221 -0.290 -0.057
H 0.476 1.174 4.692 0.069
H -0.704 1.399 3.747 0.022
O 0.220 1.623 3.904 -0.026
H -4.077 1.535 -0.176 0.093
H -2.564 1.426 -0.263 0.063
O -3.349 1.033 0.212 -0.055
H 2.153 -2.385 -0.992 0.003
H 1.800 -3.834 -1.622 0.078
O 1.469 -2.991 -1.315 -0.048
H 0.110 3.167 2.263 0.068
H -0.973 2.251 1.931 -0.031
O -0.372 2.823 1.529 -0.013
H -1.879 4.455 -0.839 0.059
H -1.309 3.481 0.180 -0.012
O -1.648 3.553 -0.702 -0.023
H -2.755 -2.901 0.606 -0.055
H -2.615 -4.383 0.603 0.095
O -2.284 -3.565 1.043 -0.037
```

Highest occupied orbital energy, eV: -11.2
Charge: +1
Kohn-Sham gap, eV: 8.8

***

Record 3
Here is the molecule C6H7N at a distorted geometry from the Open Molecules 2025 dataset. Energies are from the ωB97M-V functional and the def2-TZVPD basis.

```
14
Properties=species:S:1:pos:R:3:lowdin_charge:R:1
C 1.268 -0.303 -0.603 -0.153
C 0.212 -1.298 -0.209 -0.075
C -1.260 -0.247 -0.210 -0.090
C -0.492 -0.745 0.974 -0.244
N 0.012 0.672 1.298 0.057
C 0.808 0.966 0.088 -0.230
C -0.665 1.127 0.046 -0.180
H 1.390 -0.193 -1.688 0.119
H 2.208 -0.686 -0.186 0.118
H -0.676 -1.284 -1.060 0.139
H -2.309 -0.483 -0.412 0.136
H -0.865 -1.349 1.795 0.132
H 1.451 1.839 0.166 0.137
H -1.186 2.080 -0.022 0.134
```

SMILES: C1[C@@H]2[C@H]3[C@@H]2N2[C@H]3[C@H]12
Highest occupied orbital energy, eV: -8.4
Kohn-Sham gap, eV: 9.5

***

Record 4
Here is C7H9FN2 as an isolated structure at a distorted geometry from the Open Molecules 2025 dataset. Energies are from the ωB97M-V functional and the def2-TZVPD basis.

```
19
Properties=species:S:1:pos:R:3:lowdin_charge:R:1
C 2.873 -0.689 0.196 -0.058
C 2.424 0.527 0.726 -0.100
C 1.930 -1.456 -0.561 -0.057
C 1.121 1.013 0.583 -0.037
C 0.692 -0.916 -0.882 -0.040
C 0.294 0.295 -0.284 -0.272
C -1.059 0.786 -0.586 -0.025
N -3.450 0.044 -0.184 0.003
N -2.185 -0.410 0.060 -0.066
F -1.852 -0.173 1.611 -0.225
H 3.850 -0.911 0.503 0.079
H 2.908 0.868 1.638 0.101
H 2.198 -2.281 -1.235 0.104
H 0.857 1.830 1.269 0.121
H 0.011 -1.248 -1.606 0.095
H -1.220 1.654 0.063 0.101
H -1.567 0.670 -1.544 0.104
H -4.281 -0.510 -0.114 0.085
H -3.542 0.905 0.348 0.088
```

Highest occupied orbital energy, eV: -9.0
Kohn-Sham gap, eV: 9.8

***

Record 5
Here is a 2-piece molecular cluster, C3H11NS overall at a distorted geometry from the Open Molecules 2025 dataset. Energies are from the ωB97M-V functional and the def2-TZVPD basis.

```
16
Properties=species:S:1:pos:R:3:lowdin_charge:R:1
C 2.105 -0.082 -1.938 -0.630
S 2.094 1.645 -1.265 0.239
H 1.383 -0.167 -2.749 -0.001
H 3.080 -0.254 -2.397 -0.006
H 1.896 -0.811 -1.171 -0.013
C -3.301 -1.079 1.083 -0.157
C -2.093 -1.139 2.010 -0.434
N -0.886 -0.845 1.216 -0.074
H -4.000 -1.935 1.170 0.058
H -3.757 -0.107 0.930 0.052
H -2.979 -1.414 0.092 0.055
H -2.118 -0.565 2.943 0.074
H -2.039 -2.178 2.358 0.082
H -0.830 0.183 1.243 0.008
H 0.013 -0.961 1.695 -0.012
H 2.081 1.250 0.067 -0.240
```

Highest occupied orbital energy (alpha / beta), eV: 1.0 / -5.1
Charge: -1
Kohn-Sham gap (alpha / beta), eV: 2.7 / 8.8
Spin multiplicity: 2

***

Record 6
Here is a 6-piece molecular cluster, C46H99N7O6 overall at a distorted geometry from the Open Molecules 2025 dataset. Energies are from the ωB97M-V functional and the def2-TZVPD basis.

```
158
Properties=species:S:1:pos:R:3:lowdin_charge:R:1
C -0.628 1.605 -4.328 -0.019
C -2.173 1.549 -4.138 -0.486
C -2.719 0.399 -4.928 -0.160
C -4.203 0.105 -4.733 -0.184
C -4.464 -0.048 -3.268 -0.126
C -3.964 1.135 -2.378 -0.483
N -2.487 1.295 -2.712 -0.120
O -1.891 2.178 -1.843 -0.055
C -4.804 2.373 -2.498 -0.027
C -4.088 0.667 -0.947 -0.044
C -2.742 2.962 -4.694 -0.011
H -0.201 0.824 -3.667 0.078
H -0.185 2.581 -4.108 0.076
H -0.476 1.395 -5.409 0.095
H -2.511 0.555 -5.988 0.125
H -2.109 -0.507 -4.657 0.121
H -4.543 -0.811 -5.272 0.117
H -4.762 0.921 -5.208 0.108
H -3.925 -0.969 -3.000 0.119
H -5.511 -0.129 -3.094 0.115
H -4.178 3.207 -2.215 0.079
H -5.190 2.621 -3.481 0.074
H -5.693 2.282 -1.922 0.082
H -3.751 1.357 -0.183 0.080
H -5.132 0.442 -0.692 0.097
H -3.404 -0.173 -0.773 0.085
H -2.580 3.858 -4.050 0.079
H -3.810 2.944 -4.946 0.056
H -2.215 3.090 -5.663 0.089
H -2.178 3.084 -2.129 0.095
C -0.604 -3.839 -6.047 -0.016
C -1.900 -4.356 -5.357 -0.480
C -2.243 -5.800 -5.841 -0.127
C -1.241 -6.775 -5.134 -0.170
C -1.374 -6.597 -3.629 -0.129
C -1.093 -5.129 -3.141 -0.505
N -1.957 -4.231 -3.874 -0.075
O -1.522 -2.924 -3.608 -0.063
C -1.483 -4.940 -1.682 -0.035
C 0.444 -4.888 -3.187 -0.010
C -3.126 -3.562 -5.860 -0.039
H -0.392 -2.829 -5.752 0.078
H -0.751 -3.907 -7.104 0.073
H 0.255 -4.521 -5.921 0.069
H -3.255 -6.062 -5.483 0.115
H -2.284 -5.813 -6.935 0.120
H -0.193 -6.490 -5.334 0.098
H -1.390 -7.785 -5.622 0.125
H -0.595 -7.205 -3.159 0.112
H -2.300 -6.972 -3.204 0.115
H -2.579 -4.867 -1.660 0.094
H -1.193 -5.693 -0.968 0.086
H -1.063 -4.009 -1.267 0.069
H 0.703 -4.752 -4.186 0.019
H 0.795 -3.987 -2.612 0.102
H 0.970 -5.785 -2.877 0.089
H -3.075 -3.306 -6.926 0.091
H -3.171 -2.608 -5.338 0.045
H -4.031 -4.137 -5.630 0.085
H -2.078 -2.541 -2.928 0.079
C 3.420 6.607 0.367 -0.047
C 2.239 5.993 -0.336 -0.504
C 2.220 4.500 -0.188 -0.139
C 0.927 3.824 -0.546 -0.215
C -0.167 4.369 0.234 -0.147
C -0.274 5.853 -0.117 -0.516
N 0.963 6.483 0.336 -0.093
O 0.877 7.843 0.156 -0.022
C -0.836 6.062 -1.518 -0.026
C -1.274 6.498 0.894 -0.035
C 2.447 6.376 -1.837 -0.006
H 3.293 6.474 1.416 0.072
H 3.446 7.713 0.146 0.102
H 4.358 6.214 0.048 0.079
H 2.945 4.140 -0.928 0.125
H 2.639 4.214 0.846 0.140
H 1.093 2.737 -0.521 0.090
H 0.831 3.942 -1.623 0.106
H -0.040 4.255 1.318 0.135
H -1.100 3.895 -0.008 0.105
H -0.351 5.399 -2.215 0.045
H -1.892 5.803 -1.582 0.082
H -0.588 7.112 -1.797 0.106
H -1.353 7.580 0.736 0.080
H -2.296 6.016 0.914 0.103
H -0.797 6.288 1.835 0.072
H 3.370 5.928 -2.141 0.080
H 2.530 7.452 -1.900 0.079
H 1.537 6.038 -2.315 0.057
H 0.790 8.270 0.986 0.094
C -2.138 -4.102 3.545 -0.038
C -1.350 -2.792 3.826 -0.476
C -1.378 -2.553 5.342 -0.104
C -0.462 -3.677 5.960 -0.128
C 0.990 -3.442 5.403 -0.104
C 1.047 -3.714 3.914 -0.527
N 0.041 -2.897 3.226 -0.090
O -0.064 -3.265 1.874 -0.070
C 2.398 -3.361 3.260 0.008
C 0.780 -5.200 3.655 -0.022
C -2.028 -1.648 3.006 -0.032
H -3.229 -3.861 3.537 0.097
H -1.911 -4.908 4.277 0.069
H -1.869 -4.423 2.555 0.068
H -0.913 -1.605 5.522 0.100
H -2.408 -2.570 5.679 0.117
H -0.782 -4.625 5.707 0.053
H -0.441 -3.444 6.988 0.092
H 1.676 -4.109 5.904 0.122
H 1.234 -2.414 5.616 0.097
H 2.604 -2.319 3.600 0.066
H 3.183 -4.084 3.565 0.104
H 2.220 -3.342 2.202 0.076
H 0.602 -5.305 2.588 0.086
H 1.556 -5.862 3.940 0.075
H -0.184 -5.446 4.085 0.047
H -2.954 -1.360 3.496 0.073
H -2.153 -2.016 1.963 0.085
H -1.437 -0.710 2.989 0.076
H 0.259 -2.450 1.443 0.059
C 2.475 1.789 5.994 -0.004
C 2.652 1.461 4.473 -0.504
C 2.937 2.672 3.629 -0.159
C 4.385 3.111 3.731 -0.162
C 5.131 1.891 3.261 -0.163
C 5.031 0.737 4.223 -0.523
N 3.607 0.365 4.293 -0.115
O 3.499 -0.665 5.216 -0.045
C 5.585 -0.527 3.540 -0.039
C 5.757 1.024 5.552 -0.015
C 1.312 0.851 4.024 -0.044
H 1.980 2.763 6.033 0.083
H 3.475 1.985 6.416 0.069
H 1.982 0.961 6.509 0.081
H 2.611 2.368 2.612 0.116
H 2.268 3.432 3.933 0.104
H 4.655 3.304 4.791 0.110
H 4.681 4.009 3.156 0.117
H 6.169 2.086 3.073 0.116
H 4.666 1.586 2.274 0.140
H 5.090 -0.599 2.532 0.104
H 6.665 -0.464 3.400 0.074
H 5.472 -1.457 4.101 0.080
H 6.852 0.806 5.376 0.105
H 5.576 1.981 5.971 0.045
H 5.375 0.264 6.236 0.082
H 0.405 1.437 3.974 0.082
H 1.137 -0.006 4.678 0.058
H 1.353 0.346 3.036 0.081
H 3.115 -1.450 4.794 0.053
C 0.407 -0.624 -0.634 -0.631
O 1.003 -1.526 -0.008 -0.010
N 0.401 0.648 -0.339 0.189
N -0.352 -1.043 -1.718 0.180
H -0.243 1.320 -0.762 0.083
H 0.789 0.856 0.573 0.112
H -0.443 -2.018 -1.845 0.038
H -1.066 -0.536 -2.236 0.061
```

SMILES: CC1(C)CCCC(C)(C)N1O.CC1(C)CCCC(C)(C)N1O.CC1(C)CCCC(C)(C)N1O.CC1(C)CCCC(C)(C)N1O.CC1(C)CCCC(C)(C)N1O.NC(N)=O
Highest occupied orbital energy, eV: -7.9
Kohn-Sham gap, eV: 8.3

***

Record 7
Here is the molecule C14H15NO6S at a distorted geometry from the Open Molecules 2025 dataset. Energies are from the ωB97M-V functional and the def2-TZVPD basis.

```
37
Properties=species:S:1:pos:R:3:lowdin_charge:R:1
O -2.938 -0.062 -2.751 0.093
O -2.025 -2.437 4.121 -0.268
O -2.738 -1.278 6.195 -0.299
O -2.531 -0.211 -0.514 0.140
O 2.507 -0.933 -0.462 -0.023
O -1.857 0.230 4.166 -0.143
C -2.137 -0.101 -1.815 -0.355
C -0.670 -0.044 -2.139 -0.038
C 0.247 -0.128 -1.121 -0.027
C -0.002 0.437 2.646 0.006
C -2.143 -0.155 1.805 0.090
C 0.535 0.387 1.351 0.005
C -1.343 0.094 2.905 -0.342
C -1.630 -0.132 0.500 -0.172
C -0.272 0.015 0.273 -0.083
N -0.299 -1.280 5.489 -0.049
C -0.253 0.129 -3.628 -0.116
C 1.695 -0.390 -1.500 -0.312
C 0.580 1.404 -3.822 -0.180
C 2.324 0.908 -2.046 -0.153
C 2.065 1.206 -3.491 -0.213
S -1.908 -1.258 4.958 0.698
H 2.060 -1.688 -0.065 0.104
H 0.657 0.748 3.450 0.117
H -3.198 -0.311 1.952 0.142
H 1.619 0.579 1.254 0.130
H -0.296 -0.786 6.382 0.077
H -0.168 -2.268 5.647 0.064
H 0.292 -0.728 -3.997 0.114
H -1.148 0.241 -4.253 0.113
H 1.700 -1.112 -2.304 0.143
H 0.480 1.668 -4.883 0.113
H 0.180 2.197 -3.186 0.123
H 2.003 1.748 -1.397 0.134
H 3.410 0.832 -1.921 0.123
H 2.533 0.379 -4.067 0.126
H 2.669 2.099 -3.730 0.118
```

SMILES: NS(=O)(=O)Oc1ccc2c3c(c(=O)oc2c1)CCCC[C@H]3O
Highest occupied orbital energy, eV: -9.0
Kohn-Sham gap, eV: 8.7

***

Record 8
Here is CHCdO5 as an isolated structure at a distorted geometry from the Open Molecules 2025 dataset. Energies are from the ωB97M-V functional and the def2-TZVPD basis.

```
8
Properties=species:S:1:pos:R:3:lowdin_charge:R:1
O -1.746 -0.091 0.495 -0.273
O -0.362 1.202 -0.850 -0.249
O -0.514 0.575 0.431 -0.241
C 0.619 -0.445 0.065 -0.485
O 0.425 -1.369 -0.635 0.238
O 1.585 -0.082 0.840 0.249
Cd -2.371 0.861 -1.081 1.576
H 2.363 -0.652 0.735 0.184
```

Highest occupied orbital energy, eV: -15.6
Charge: +1
Kohn-Sham gap, eV: 8.2

***

E: -11963.321 -35849.002 -7820.152 -13098.271 -15612.723 -72016.942 -39370.465 -15839.148 (eV)
Relative energy (zero: lowest compared OMol25 entry of this formula, charge and spin): 207.0 16.8 530.2 350.1 83.3 0.0 188.6 0.0 (kJ/mol)